Entry 1:
Molecular formula: C6H17NO3
Method: DFT, wB97M-V/def2-TZVPD

```
! wB97M-V def2-TZVPD RIJCOSX def2/J DEFGRID3
* xyz 0 1
C -2.651 -0.124 -1.624
C -1.903 0.712 -0.567
C -0.502 0.168 -0.351
O 0.421 0.644 -1.005
N -0.340 -0.847 0.511
C 0.931 -1.553 0.735
C 1.830 -0.745 1.672
C 1.621 -2.004 -0.535
H -2.048 -0.926 -2.037
H -3.552 -0.607 -1.261
H -2.876 0.474 -2.507
H -2.498 0.642 0.339
H -1.699 1.722 -0.878
H -1.140 -1.082 1.072
H 0.632 -2.432 1.289
H 2.596 -1.357 2.061
H 2.262 0.117 1.162
H 1.171 -0.322 2.427
H 0.986 -2.575 -1.181
H 2.460 -2.572 -0.250
H 2.041 -1.182 -1.081
O 1.939 2.814 -2.259
H 1.618 3.242 -1.458
H 1.351 2.051 -2.353
O -1.123 1.664 2.527
H -0.491 1.472 3.222
H -1.033 2.605 2.330
*
```

DFT total energy ... -519.2985 Eh
ΔE to the lowest compared entry with this formula, charge and spin ... 74.2 kJ/mol
Lowest unoccupied orbital energy ... 0.465 eV
SMILES string ... CCC(=O)NC(C)C.O.O

---

Entry 2:
Molecular formula: C13H13N5O6
Method: DFT, wB97M-V/def2-TZVPD

```
! wB97M-V def2-TZVPD RIJCOSX def2/J DEFGRID3
* xyz 0 1
N -1.633 -4.244 2.646
C -1.155 -3.178 2.647
C -0.570 -1.872 2.649
C 0.794 -1.561 2.572
C 1.236 -0.203 2.472
N 2.635 0.056 2.308
O 3.438 -0.902 2.391
O 3.016 1.237 2.083
C 0.311 0.859 2.442
C -1.032 0.539 2.594
C -1.505 -0.791 2.677
N -2.853 -0.913 2.594
O -3.289 0.412 2.443
N -2.179 1.325 2.431
O -2.366 2.524 2.282
H 1.528 -2.365 2.579
H 0.603 1.895 2.341
C 0.603 7.216 1.422
O -0.023 5.992 1.016
C 0.825 4.954 0.919
O 2.016 5.013 1.143
C 0.075 3.695 0.500
C -0.709 3.800 -0.836
C -0.248 2.596 -1.671
C 0.956 1.985 -0.921
N 0.982 2.648 0.344
H -0.211 7.847 1.768
H 1.331 7.032 2.217
H 1.097 7.664 0.556
H -0.613 3.485 1.334
H -1.770 3.753 -0.578
H -0.508 4.757 -1.336
H -1.044 1.847 -1.730
H 0.028 2.902 -2.686
H 0.862 0.898 -0.770
H 1.889 2.161 -1.483
H 1.803 2.539 0.935
*
```

DFT total energy ... -1228.1112 Eh
Lowest unoccupied orbital energy ... -2.557 eV
SMILES string ... N#Cc1cc([N+](=O)[O-])cc2c1no[n+]2[O-].COC(=O)[C@H]1CCCN1